[1]
Computed, not measured: a molecular structure, C50H64CdN8O2S, with ωB97M-V with the def2-TZVPD basis set.

Last column: Mulliken charge in e.
Element x y z (Å)
Cd: -0.153 -0.438 -0.456  5.8763
C: -2.534 0.560 4.045  -1.1005
N: -3.392 -0.270 3.218  0.0675
C: -4.158 -1.275 3.956  -1.1723
C: -3.070 -0.354 1.885  -0.0866
N: -2.065 0.202 1.326  0.6306
N: -3.983 -1.087 1.115  0.0402
C: -3.851 -1.536 -0.213  0.0566
N: -4.920 -2.367 -0.535  -0.6262
N: -2.909 -1.193 -0.999  -0.1566
H: -3.009 0.682 5.016  0.3840
H: -2.411 1.551 3.604  0.3823
H: -1.543 0.115 4.191  0.3340
H: -4.969 -0.810 4.518  0.2943
H: -3.512 -1.806 4.659  0.3554
H: -4.582 -2.030 3.302  0.4028
H: -1.415 0.648 1.970  -1.0329
H: -4.884 -1.233 1.519  0.4046
H: -5.289 -2.933 0.210  0.1685
H: -4.796 -2.880 -1.388  0.2556
H: -2.980 -1.669 -1.894  0.0229
C: 5.074 -4.765 -1.431  -1.5883
C: 4.157 -3.565 -1.495  0.3688
C: 4.496 -2.466 -2.271  -0.8637
C: 3.638 -1.360 -2.283  0.7018
C: 3.980 -0.140 -3.107  -1.5221
C: 2.479 -1.396 -1.538  -0.5303
C: 2.052 -2.506 -0.747  0.8694
C: 2.972 -3.590 -0.753  -0.6420
N: 0.835 -2.398 -0.104  -0.3028
C: 0.297 -3.297 0.922  2.7609
C: -1.067 -3.827 0.453  -0.5039
C: -1.766 -4.664 1.532  0.4775
C: -1.986 -3.799 2.782  -0.2889
C: -0.632 -3.298 3.302  0.7305
C: 0.247 -4.497 3.667  -1.7071
C: 0.461 -5.351 2.414  0.3844
C: -0.888 -5.864 1.899  -1.7544
C: 1.145 -4.524 1.313  -3.0789
C: 0.072 -2.481 2.214  -0.6294
H: 5.928 -4.646 -2.101  0.3709
H: 4.547 -5.682 -1.711  0.3229
H: 5.461 -4.909 -0.417  0.3056
H: 5.423 -2.451 -2.845  0.2995
H: 5.044 0.102 -3.020  0.4424
H: 3.400 0.730 -2.787  -0.0527
H: 3.767 -0.318 -4.165  0.3550
H: 1.853 -0.511 -1.528  -1.0127
H: 2.794 -4.487 -0.184  0.5159
H: -0.914 -4.417 -0.460  0.5664
H: -1.684 -2.968 0.189  -0.8891
H: -2.732 -5.018 1.157  0.5350
H: -2.499 -4.379 3.560  0.6803
H: -2.624 -2.945 2.526  -0.7826
H: -0.790 -2.672 4.187  0.4541
H: -0.223 -5.092 4.456  0.5780
H: 1.213 -4.149 4.047  0.5438
H: 1.104 -6.196 2.657  0.2441
H: -1.382 -6.476 2.662  0.5702
H: -0.732 -6.498 1.018  0.5922
H: 1.280 -5.169 0.442  0.5925
H: 2.130 -4.201 1.663  0.5665
H: 1.043 -2.121 2.567  0.5502
H: -0.523 -1.598 1.972  -0.9894
N: -1.546 1.360 -1.190  -1.0041
S: -1.295 2.782 -1.792  0.6074
C: -2.842 3.315 -2.516  0.4066
C: -3.048 4.637 -2.892  -0.3485
C: -4.240 4.982 -3.511  -0.6706
C: -5.212 4.012 -3.752  -0.5133
C: -4.989 2.694 -3.374  -0.5642
C: -3.794 2.337 -2.757  -0.7054
C: -1.134 4.099 -0.579  0.0854
C: -2.196 4.445 0.255  -0.2196
C: -2.023 5.457 1.187  -0.7977
C: -0.791 6.105 1.293  -0.4780
C: 0.269 5.738 0.475  -0.3515
C: 0.099 4.728 -0.470  -0.2000
H: -2.274 1.300 -0.474  -0.1450
H: -2.295 5.395 -2.690  0.4296
H: -4.415 6.012 -3.800  0.4083
H: -6.141 4.288 -4.237  0.3757
H: -5.745 1.939 -3.563  0.4146
H: -3.591 1.311 -2.452  0.3389
H: -3.156 3.942 0.155  0.4604
H: -2.848 5.745 1.833  0.4113
H: -0.655 6.888 2.034  0.3826
H: 1.234 6.222 0.583  0.4097
H: 0.924 4.417 -1.108  0.2059
C: 1.161 -0.562 -7.196  -1.6662
C: 0.649 -0.595 -5.778  1.2903
C: 0.802 0.487 -4.921  -1.6266
C: 0.333 0.409 -3.620  -0.2106
N: -0.297 -0.668 -3.135  0.4884
C: -0.442 -1.710 -3.962  -0.3002
C: 0.007 -1.719 -5.269  -1.0084
H: 1.880 0.245 -7.336  0.3630
H: 0.338 -0.405 -7.899  0.3455
H: 1.643 -1.506 -7.460  0.3977
H: 1.321 1.380 -5.250  0.3898
H: 0.498 1.229 -2.930  0.4581
H: -0.938 -2.589 -3.549  0.3124
H: -0.133 -2.604 -5.886  0.4078
C: 4.834 5.151 3.813  -1.5214
C: 3.964 4.224 2.998  0.7307
C: 2.678 3.895 3.412  -0.9552
C: 1.874 3.022 2.682  0.5232
C: 0.509 2.653 3.233  -0.8384
C: 2.369 2.495 1.478  0.1465
C: 3.662 2.802 1.047  1.2806
C: 4.214 2.223 -0.237  -1.4071
C: 4.441 3.660 1.818  -1.0676
C: 1.512 1.592 0.637  0.0290
O: 1.383 1.826 -0.597  -0.7086
O: 0.928 0.632 1.241  -1.4188
H: 4.321 5.481 4.720  0.3580
H: 5.113 6.040 3.238  0.3254
H: 5.762 4.654 4.112  0.3380
H: 2.293 4.314 4.346  0.2590
H: 0.225 3.337 4.035  0.4523
H: 0.525 1.633 3.626  0.2272
H: -0.262 2.684 2.461  -0.2459
H: 3.943 1.169 -0.360  0.0730
H: 5.303 2.305 -0.257  0.4453
H: 3.812 2.755 -1.104  0.2580
H: 5.453 3.893 1.484  0.3963

The calculation puts the HOMO-LUMO gap at 5.89 eV. The calculation puts the energy relative to the best compared isomer or geometry (same formula, charge and spin) at 16.5 kcal/mol. As for the HOMO energy: -0.2097 Ha. For the lowest unoccupied orbital energy, the calculation gives 0.187 eV. The total charge is 0.



[2]
Computed, not measured: a molecular structure, C50H66ClI2N2OP2SiSn, with ωB97M-V with the def2-TZVPD basis set.

Last column: Mulliken charge in e.
Element x y z (Å)
Sn: 1.070 1.373 -1.328  1.1495
C: -2.833 -0.142 -2.433  -1.1011
Si: -2.070 -1.344 -1.230  0.7091
C: -1.113 -2.653 -2.150  1.0506
C: -1.983 -3.215 -3.094  -0.8032
C: -1.627 -4.355 -3.797  -1.0503
C: -0.399 -4.950 -3.554  -0.8582
C: 0.471 -4.391 -2.631  0.1824
C: 0.132 -3.239 -1.925  -1.0565
P: 1.264 -2.406 -0.757  1.0600
C: 1.294 -3.639 0.635  0.4410
C: -0.143 -4.128 0.918  -0.6354
C: -0.328 -4.604 2.369  -0.6104
C: 0.970 -5.187 2.917  -0.9903
C: 2.051 -4.096 2.991  -1.0992
C: 1.827 -3.017 1.926  0.2253
C: 2.873 -2.575 -1.732  -0.0211
C: 3.684 -1.277 -1.731  -0.4808
C: 4.405 -1.056 -0.410  0.5815
C: 5.375 -2.206 -0.149  -1.3900
C: 4.663 -3.558 -0.165  0.1921
C: 3.809 -3.753 -1.418  -1.6584
C: -3.228 -2.247 -0.057  0.5764
C: -3.967 -3.422 -0.187  -0.5270
C: -4.761 -3.836 0.869  -0.8375
C: -4.823 -3.095 2.050  -0.8633
C: -4.074 -1.941 2.203  -1.1507
C: -3.261 -1.538 1.146  -0.5501
P: -2.099 -0.170 0.953  0.2292
C: -3.150 1.331 1.211  0.4716
C: -2.388 2.658 1.179  0.2580
C: -3.309 3.816 1.555  -1.5825
C: -4.510 3.880 0.619  -0.6628
C: -5.266 2.555 0.630  -1.0431
C: -4.346 1.395 0.254  -0.6152
C: -0.912 -0.246 2.380  1.9522
C: -1.553 0.250 3.687  -0.6206
C: -0.604 0.046 4.866  -0.7878
C: 0.712 0.783 4.638  -1.0226
C: 1.360 0.304 3.344  -0.4526
C: 0.427 0.463 2.144  2.2383
H: -3.922 -0.177 -2.362  0.5272
H: -2.490 0.878 -2.255  -0.1990
H: -2.519 -0.402 -3.444  0.6130
H: -2.946 -2.757 -3.304  0.4685
H: -2.301 -4.770 -4.535  0.4543
H: -0.114 -5.845 -4.091  0.4730
H: 1.434 -4.860 -2.469  0.3241
H: 1.907 -4.501 0.356  0.8037
H: -0.858 -3.322 0.714  -0.7258
H: -0.395 -4.931 0.223  0.7238
H: -0.637 -3.767 3.006  -0.0243
H: -1.139 -5.332 2.416  0.6443
H: 0.812 -5.631 3.901  0.5175
H: 1.298 -6.000 2.263  0.3219
H: 2.053 -3.634 3.982  0.4266
H: 3.040 -4.541 2.856  0.3173
H: 1.072 -2.305 2.263  -1.5176
H: 2.737 -2.434 1.776  0.6007
H: 2.496 -2.713 -2.748  0.9937
H: 4.431 -1.346 -2.532  0.7195
H: 3.042 -0.437 -1.997  -0.5799
H: 4.941 -0.103 -0.419  0.5414
H: 3.665 -0.990 0.400  -0.5567
H: 6.139 -2.195 -0.935  0.4047
H: 5.901 -2.069 0.798  0.4354
H: 5.397 -4.365 -0.103  0.5183
H: 4.041 -3.652 0.725  -0.4763
H: 4.478 -3.861 -2.280  0.6592
H: 3.260 -4.695 -1.346  0.3056
H: -3.919 -4.009 -1.096  0.5414
H: -5.346 -4.742 0.782  0.4399
H: -5.454 -3.434 2.860  0.4588
H: -4.123 -1.384 3.131  0.4297
H: -3.541 1.168 2.223  0.9585
H: -1.531 2.632 1.854  -0.0681
H: -1.995 2.807 0.170  -0.2942
H: -3.661 3.682 2.585  0.4168
H: -2.750 4.754 1.534  0.3991
H: -5.172 4.700 0.900  0.4840
H: -4.162 4.088 -0.399  0.2599
H: -5.684 2.381 1.628  0.3490
H: -6.110 2.587 -0.061  0.4320
H: -4.900 0.453 0.259  0.4292
H: -3.983 1.558 -0.761  -0.0039
H: -0.723 -1.321 2.499  -0.5838
H: -1.773 1.317 3.606  0.2990
H: -2.502 -0.255 3.879  -0.1462
H: -1.086 0.386 5.783  0.4661
H: -0.404 -1.024 4.993  0.2944
H: 0.521 1.861 4.585  0.3217
H: 1.387 0.625 5.480  0.4537
H: 2.296 0.837 3.151  0.4355
H: 1.628 -0.749 3.464  0.1575
H: 0.241 1.537 1.992  -0.0541
H: 0.898 0.089 1.235  -1.6246
I: 0.375 8.777 -2.755  0.0888
C: 0.026 6.771 -2.311  -0.6257
C: -0.666 5.974 -3.209  -0.1322
C: -0.851 4.627 -2.933  -0.3040
I: -1.871 3.427 -4.292  0.0482
C: -0.344 4.048 -1.768  -0.2057
O: -0.477 2.745 -1.519  0.5598
C: 0.324 4.884 -0.850  0.5292
C: 0.878 4.285 0.414  -0.4555
N: 2.000 3.369 0.144  -0.3046
C: 3.149 3.937 -0.547  -1.2945
C: 2.975 3.949 -2.046  0.9644
C: 3.517 4.977 -2.799  -0.9565
C: 3.364 4.967 -4.175  -0.5098
C: 2.670 3.923 -4.761  -0.9162
C: 2.158 2.930 -3.951  -0.3766
N: 2.311 2.935 -2.619  0.2994
C: 0.507 6.229 -1.129  -0.4330
H: -1.057 6.394 -4.125  0.4816
H: 1.172 5.086 1.101  0.6114
H: 0.107 3.684 0.903  -0.8249
H: 2.304 2.953 1.016  0.1594
H: 3.396 4.948 -0.205  0.4132
H: 4.013 3.306 -0.319  0.4752
H: 4.031 5.788 -2.302  0.5096
H: 3.769 5.770 -4.776  0.4329
H: 2.508 3.876 -5.828  0.4861
H: 1.593 2.101 -4.359  0.6117
H: 1.033 6.855 -0.418  0.5103
Cl: 0.476 0.125 -3.447  -0.6532

The calculation puts the HOMO-LUMO gap at 7.63 eV. The calculation puts the energy relative to the best compared isomer or geometry (same formula, charge and spin) at 1.5 kcal/mol. As for the HOMO energy: -0.3653 Ha. For the lowest unoccupied orbital energy, the calculation gives -2.314 eV. The total charge is +1.



[3]
Computed, not measured: a molecular structure, C50H67FN5S3SbTi at a distorted geometry, with ωB97M-V with the def2-TZVPD basis set.

Last column: Mulliken charge in e.
Element x y z (Å)
Ti: 0.364 -0.499 1.107  0.5326
C: 5.338 1.930 -0.178  -0.7806
C: 4.472 1.159 -0.938  -0.8559
C: 3.160 0.960 -0.523  1.0313
C: 2.694 1.494 0.675  -0.7589
C: 3.575 2.257 1.440  0.0820
C: 4.873 2.486 1.008  -1.0707
N: 1.337 1.264 1.067  1.2585
C: 0.575 2.349 1.590  0.0785
C: 0.916 3.695 1.617  -0.3470
C: 0.039 4.635 2.159  -1.0483
C: -1.184 4.244 2.673  -0.7269
C: -1.566 2.908 2.577  -0.5724
C: -0.705 1.995 2.010  -0.5204
N: -1.014 0.642 1.721  1.6769
N: -2.341 0.253 1.733  -0.0051
C: -2.447 -0.921 1.202  -0.9291
C: -3.719 -1.581 1.147  -0.9320
C: -3.816 -2.788 0.571  -0.9416
C: -2.653 -3.414 0.001  -0.7409
C: -1.476 -2.781 0.067  -0.6997
N: -1.314 -1.545 0.673  2.1224
H: 6.356 2.104 -0.506  0.4115
H: 4.805 0.728 -1.877  0.4881
H: 2.476 0.432 -1.168  -0.3146
H: 3.240 2.663 2.384  0.7483
H: 5.534 3.091 1.619  0.4090
H: 1.858 4.023 1.200  0.5264
H: 0.319 5.683 2.165  0.3914
H: -1.851 4.975 3.118  0.4355
H: -2.537 2.563 2.918  0.4241
H: -4.573 -1.068 1.573  0.5756
H: -4.776 -3.289 0.526  0.4134
H: -2.711 -4.378 -0.487  0.4717
H: -0.596 -3.238 -0.355  0.1986
C: -1.434 -0.863 -5.959  -0.8693
C: -2.058 -1.652 -4.807  -1.0982
S: -1.123 -1.690 -3.261  0.5464
C: 0.454 -2.352 -3.845  -1.2901
C: 1.600 -1.360 -4.216  -1.0823
S: 1.474 0.309 -3.515  0.1495
C: 1.601 1.349 -4.984  -0.9950
C: 0.593 1.086 -6.114  -0.9320
S: -1.152 0.906 -5.640  0.0616
H: -2.096 -0.937 -6.820  0.5651
H: -0.476 -1.300 -6.241  0.3001
H: -2.223 -2.679 -5.140  0.6873
H: -3.027 -1.231 -4.523  0.0924
H: 0.229 -2.989 -4.702  0.7462
H: 0.783 -3.003 -3.038  0.0959
H: 1.664 -1.249 -5.298  0.4990
H: 2.549 -1.770 -3.876  0.6433
H: 2.611 1.282 -5.390  0.6196
H: 1.471 2.355 -4.581  0.3291
H: 0.861 0.194 -6.676  0.4575
H: 0.637 1.923 -6.809  0.5063
C: -1.406 -1.030 4.262  -1.2086
C: -0.734 -2.394 4.464  0.5024
C: -1.087 -3.388 3.354  -1.9215
C: 0.769 -2.229 4.706  0.8158
C: 1.191 -2.460 6.015  -1.1222
C: 2.516 -2.351 6.392  -1.5501
C: 3.447 -1.978 5.444  -0.7319
C: 3.083 -1.709 4.126  1.1424
C: 4.213 -1.313 3.185  1.8603
C: 5.062 -0.204 3.817  -1.7587
C: 5.131 -2.494 2.842  -1.4903
C: 1.730 -1.842 3.748  -1.3254
N: 1.353 -1.735 2.348  1.9177
C: 1.817 -2.818 1.569  0.5448
C: 2.263 -4.037 2.096  -1.2886
C: 2.721 -5.064 1.288  -0.6045
C: 2.766 -4.934 -0.095  -0.9748
C: 2.321 -3.750 -0.657  -0.6692
C: 1.865 -2.766 0.177  0.3826
F: 1.375 -1.580 -0.432  0.5631
H: -2.449 -1.139 3.952  0.3688
H: -0.894 -0.451 3.509  0.0873
H: -1.380 -0.452 5.190  0.5196
H: -1.130 -2.810 5.389  0.8582
H: -0.743 -3.055 2.381  0.3003
H: -2.173 -3.511 3.299  0.4693
H: -0.646 -4.370 3.555  0.4748
H: 0.449 -2.762 6.748  0.4342
H: 2.819 -2.558 7.413  0.3932
H: 4.490 -1.891 5.730  0.2954
H: 3.790 -0.935 2.260  -0.6525
H: 5.600 -0.576 4.693  0.4281
H: 4.449 0.645 4.129  0.3361
H: 5.801 0.151 3.100  0.4285
H: 5.623 -2.867 3.746  0.3379
H: 5.908 -2.170 2.142  0.4463
H: 4.588 -3.324 2.386  0.1972
H: 2.244 -4.163 3.171  0.4440
H: 3.060 -5.984 1.751  0.4561
H: 3.132 -5.734 -0.726  0.4160
H: 2.339 -3.582 -1.729  0.3116
C: -4.676 2.503 0.484  -1.3480
C: -3.561 3.257 -0.251  1.4276
C: -4.087 4.472 -1.016  -1.5085
Sb: -2.336 1.802 -1.304  -0.7504
C: -1.213 3.048 -2.679  2.3312
C: -0.306 3.979 -1.867  -1.0782
C: -1.988 3.789 -3.771  -1.6418
C: -3.744 0.991 -2.762  1.9614
C: -4.266 -0.348 -2.220  -1.3646
C: -4.911 1.877 -3.204  -1.6845
H: -5.195 3.177 1.180  0.4724
H: -4.279 1.661 1.061  0.1396
H: -5.429 2.115 -0.212  0.2015
H: -2.854 3.619 0.497  -0.4455
H: -4.707 4.199 -1.872  0.1947
H: -3.275 5.110 -1.373  0.3102
H: -4.708 5.083 -0.346  0.4647
H: -0.590 2.288 -3.166  -1.7576
H: -0.886 4.703 -1.281  0.2183
H: 0.359 4.552 -2.529  0.5182
H: 0.322 3.423 -1.163  0.1171
H: -2.707 4.503 -3.360  0.2163
H: -2.529 3.097 -4.424  0.2241
H: -1.291 4.358 -4.406  0.4567
H: -3.097 0.804 -3.625  -1.1164
H: -4.872 -0.198 -1.318  0.4548
H: -3.455 -1.033 -1.948  0.0264
H: -4.905 -0.855 -2.961  0.4512
H: -5.604 2.070 -2.379  0.2942
H: -5.485 1.372 -3.995  0.4353
H: -4.583 2.839 -3.602  0.2814

The calculation puts the HOMO-LUMO gap at 6.61 eV. The calculation puts the energy relative to the best compared isomer or geometry (same formula, charge and spin) at 30.4 kcal/mol. As for the HOMO energy: -0.2527 Ha. For the lowest unoccupied orbital energy, the calculation gives -0.262 eV. The total charge is 0.



Number 2 is which compound?
C50H66ClI2N2OP2SiSn